Record 1
This record from the Open Molecules 2025 dataset describes a 3-piece molecular cluster, C16H15N3O2 overall in a non-equilibrium geometry. The level of theory is wB97M-V/def2-TZVPD.

Geometry (Å):
O: -0.5062 -1.6433 3.8191
N: 0.6146 -1.1970 3.4177
O: 1.5984 -1.8878 3.3901
C: 0.5999 0.0875 2.7310
C: -0.2883 1.0396 3.1798
C: -0.4231 2.1859 2.4361
C: 0.3298 2.3568 1.2516
C: 1.3064 1.4398 0.8442
C: 1.4720 0.3081 1.6479
H: -0.9975 0.8432 3.9703
H: -1.3097 2.7803 2.6001
H: 0.2403 3.1700 0.5466
H: 1.9365 1.4349 -0.0330
H: 2.1647 -0.4759 1.3801
C: -2.3333 0.0331 0.3857
C: -1.3758 -0.7921 -0.1654
C: -0.3262 -0.1864 -0.8593
N: -0.1803 1.1961 -0.8555
C: -1.2033 1.9534 -0.4390
C: -2.3118 1.3787 0.1782
H: -3.2357 -0.4043 0.7866
H: -1.3489 -1.8712 -0.1319
H: 0.4769 -0.8011 -1.2384
H: -1.0091 3.0158 -0.4489
H: -3.1285 1.9304 0.6199
C: 0.3072 -1.3990 -3.6789
C: 0.1062 -2.5617 -2.8520
C: 0.7792 -2.5694 -1.6648
N: 1.7561 -1.6620 -1.3219
C: 1.8368 -0.5011 -2.0449
C: 1.1722 -0.3626 -3.2520
H: -0.2734 -1.1647 -4.5590
H: -0.7082 -3.2313 -3.0858
H: 0.6268 -3.3049 -0.8888
H: 2.4296 0.3586 -1.7692
H: 1.2053 0.5035 -3.8963

Output
- orbital gap (eV) = 8.32
- SMILES string = O=[N+]([O-])c1ccccc1.c1ccncc1.c1ccncc1
- energy relative to the best compared isomer or geometry (same formula, charge and spin) (eV) = 8.9745
- molecular weight (g mol⁻¹) = 281.315

Löwdin charges in e:
1 O 0.023
2 N -0.331
3 O 0.088
4 C -0.161
5 C -0.024
6 C -0.060
7 C -0.104
8 C -0.086
9 C 0.013
10 H 0.122
11 H 0.112
12 H 0.097
13 H 0.096
14 H 0.112
15 C -0.074
16 C -0.022
17 C -0.130
18 N 0.046
19 C -0.181
20 C -0.075
21 H 0.111
22 H 0.104
23 H -0.029
24 H 0.104
25 H 0.110
26 C -0.016
27 C -0.035
28 C -0.169
29 N 0.052
30 C -0.184
31 C -0.062
32 H 0.103
33 H 0.107
34 H 0.118
35 H 0.113
36 H 0.110



Record 2
This record from the Open Molecules 2025 dataset describes C10H25O8PS as an isolated structure in a non-equilibrium geometry. The level of theory is wB97M-V/def2-TZVPD.

Geometry (Å):
C: -5.4682 0.6194 6.2283
C: -6.2037 -0.4399 5.9141
O: -5.8942 -1.1822 4.7607
P: -4.8060 -2.3315 4.9263
O: -5.1720 -3.5780 4.2639
O: -4.5732 -2.5236 6.4871
O: -3.4229 -1.6955 4.4328
S: -3.5058 -0.5102 3.2269
H: -5.0723 1.2282 5.4221
H: -5.2164 0.8560 7.2535
H: -7.1153 -0.7436 6.4140
H: -4.2444 -3.4268 6.6150
H: -2.2990 -0.7329 2.6856
C: 1.3425 -0.6837 1.9904
O: 0.4430 0.1044 1.2294
C: 0.5243 1.4895 1.5374
C: 1.3049 2.2467 0.4873
O: 2.6722 1.8757 0.4784
C: 3.0080 0.9832 -0.5689
H: 1.3517 -1.6813 1.5546
H: 2.3551 -0.2752 1.9648
H: 1.0078 -0.7583 3.0310
H: 0.9668 1.6428 2.5261
H: -0.5000 1.8758 1.5615
H: 1.2612 3.3156 0.7196
H: 0.8557 2.0952 -0.4995
H: 3.0035 1.5028 -1.5334
H: 2.3222 0.1342 -0.6148
H: 4.0138 0.6139 -0.3779
C: 0.3780 0.4269 -5.1200
O: 1.4445 0.8822 -5.9316
C: 2.5351 1.4024 -5.1909
C: 3.6772 0.4158 -5.1014
O: 3.3279 -0.7252 -4.3350
C: 3.0150 -1.8584 -5.1238
H: -0.3113 -0.1186 -5.7620
H: 0.7293 -0.2396 -4.3283
H: -0.1552 1.2724 -4.6715
H: 2.2135 1.6986 -4.1870
H: 2.8846 2.2989 -5.7127
H: 4.5201 0.8998 -4.5977
H: 4.0057 0.1223 -6.1032
H: 3.9206 -2.2762 -5.5768
H: 2.2971 -1.6161 -5.9109
H: 2.5785 -2.6059 -4.4636

Output
- orbital gap (eV) = 9.60
- molecular weight (g mol⁻¹) = 336.343

Löwdin charges in e:
1 C 0.039
2 C -0.216
3 O -0.191
4 P 0.258
5 O -0.231
6 O -0.090
7 O -0.612
8 S 0.822
9 H 0.063
10 H 0.071
11 H 0.122
12 H 0.103
13 H -0.139
14 C -0.110
15 O -0.202
16 C -0.207
17 C -0.207
18 O -0.187
19 C -0.103
20 H 0.090
21 H 0.085
22 H 0.088
23 H 0.127
24 H 0.123
25 H 0.126
26 H 0.126
27 H 0.080
28 H 0.086
29 H 0.091
30 C -0.110
31 O -0.188
32 C -0.207
33 C -0.207
34 O -0.195
35 C -0.111
36 H 0.089
37 H 0.083
38 H 0.088
39 H 0.116
40 H 0.126
41 H 0.125
42 H 0.126
43 H 0.089
44 H 0.084
45 H 0.089



Copy entry 1 word for word.
This record from the Open Molecules 2025 dataset describes a 3-piece molecular cluster, C16H15N3O2 overall in a non-equilibrium geometry. The level of theory is wB97M-V/def2-TZVPD.

Geometry (Å):
O: -0.5062 -1.6433 3.8191
N: 0.6146 -1.1970 3.4177
O: 1.5984 -1.8878 3.3901
C: 0.5999 0.0875 2.7310
C: -0.2883 1.0396 3.1798
C: -0.4231 2.1859 2.4361
C: 0.3298 2.3568 1.2516
C: 1.3064 1.4398 0.8442
C: 1.4720 0.3081 1.6479
H: -0.9975 0.8432 3.9703
H: -1.3097 2.7803 2.6001
H: 0.2403 3.1700 0.5466
H: 1.9365 1.4349 -0.0330
H: 2.1647 -0.4759 1.3801
C: -2.3333 0.0331 0.3857
C: -1.3758 -0.7921 -0.1654
C: -0.3262 -0.1864 -0.8593
N: -0.1803 1.1961 -0.8555
C: -1.2033 1.9534 -0.4390
C: -2.3118 1.3787 0.1782
H: -3.2357 -0.4043 0.7866
H: -1.3489 -1.8712 -0.1319
H: 0.4769 -0.8011 -1.2384
H: -1.0091 3.0158 -0.4489
H: -3.1285 1.9304 0.6199
C: 0.3072 -1.3990 -3.6789
C: 0.1062 -2.5617 -2.8520
C: 0.7792 -2.5694 -1.6648
N: 1.7561 -1.6620 -1.3219
C: 1.8368 -0.5011 -2.0449
C: 1.1722 -0.3626 -3.2520
H: -0.2734 -1.1647 -4.5590
H: -0.7082 -3.2313 -3.0858
H: 0.6268 -3.3049 -0.8888
H: 2.4296 0.3586 -1.7692
H: 1.2053 0.5035 -3.8963

Output
- orbital gap (eV) = 8.32
- SMILES string = O=[N+]([O-])c1ccccc1.c1ccncc1.c1ccncc1
- energy relative to the best compared isomer or geometry (same formula, charge and spin) (eV) = 8.9745
- molecular weight (g mol⁻¹) = 281.315

Löwdin charges in e:
1 O 0.023
2 N -0.331
3 O 0.088
4 C -0.161
5 C -0.024
6 C -0.060
7 C -0.104
8 C -0.086
9 C 0.013
10 H 0.122
11 H 0.112
12 H 0.097
13 H 0.096
14 H 0.112
15 C -0.074
16 C -0.022
17 C -0.130
18 N 0.046
19 C -0.181
20 C -0.075
21 H 0.111
22 H 0.104
23 H -0.029
24 H 0.104
25 H 0.110
26 C -0.016
27 C -0.035
28 C -0.169
29 N 0.052
30 C -0.184
31 C -0.062
32 H 0.103
33 H 0.107
34 H 0.118
35 H 0.113
36 H 0.110



Look up the molecular weight of the second one. 336.343 g mol⁻¹



Number 1 is which compound? C16H15N3O2